(w)
Computed, not measured: the molecule C6H9P, with ωB97M-V/def2-TZVPD.

```
16
C6H9P (ωB97M-V/def2-TZVPD)
C -0.411 0.414 -0.164
C -0.550 0.419 2.265
C -0.327 -0.203 1.130
C 0.506 0.235 -1.228
C -0.164 -1.715 1.029
C 0.512 1.184 -2.368
P 1.908 -0.778 -0.773
H -1.143 1.242 -0.343
H -0.463 -0.030 3.339
H -0.693 1.506 2.381
H -1.108 -2.252 0.885
H 0.187 -2.082 1.945
H 0.458 -2.122 0.221
H 0.150 0.659 -3.270
H 1.485 1.674 -2.712
H -0.345 1.850 -2.336
```

Results
* multiplicity: 1
* HOMO level (alpha / beta): -7.5 / -7.7 eV
* net charge: 0
* lowest unoccupied orbital energy (alpha / beta): -0.6 / -1.1 eV

Mulliken population analysis, charges in e, atoms 1 to 5: C -0.510; C -0.972; C 0.593; C 0.573; C -1.168

(x)
Computed, not measured: the molecule C6H9P, with ωB97M-V/def2-TZVPD.

```
16
C6H9P (ωB97M-V/def2-TZVPD)
C -0.314 -1.320 -0.061
C 0.748 -0.462 -0.205
C 0.464 0.896 -0.799
C -2.027 0.498 0.939
C -1.806 0.959 -0.459
C 2.147 -0.788 0.184
P -2.034 -0.828 -0.301
H -0.026 -2.294 0.268
H 0.831 1.751 -0.212
H 0.329 1.020 -1.798
H -1.114 0.638 1.567
H -3.011 0.888 1.312
H -1.804 1.812 -1.156
H 2.178 -1.533 1.106
H 2.755 0.104 0.366
H 2.684 -1.341 -0.751
```

Results
* multiplicity: 1
* HOMO level: -8.1 eV
* net charge: 0
* lowest unoccupied orbital energy: 0.5 eV
* SMILES string: C=C(C)C=P1=CC1

Mulliken population analysis, charges in e, atoms 1 to 5: C -0.525; C 0.792; C -1.126; C -0.622; C -0.249

(y)
Computed, not measured: the molecule C6H9P, with ωB97M-V/def2-TZVPD.

```
16
C6H9P (ωB97M-V/def2-TZVPD)
C 0.293 1.563 -0.367
C -1.007 1.486 -0.592
C 1.399 -0.587 -0.262
C -1.566 -1.190 -0.740
C -0.294 0.042 1.457
C 0.864 0.510 0.551
P -1.793 0.143 0.357
H 0.958 2.270 -0.837
H -1.570 2.117 -1.260
H 1.551 -1.555 0.172
H 1.638 -0.442 -1.297
H -1.778 -1.019 -1.783
H -1.768 -2.182 -0.371
H -0.158 -0.976 1.826
H -0.424 0.707 2.316
H 1.633 0.923 1.220
```

Results
* multiplicity: 1
* HOMO level (alpha / beta): -7.5 / -8.1 eV
* net charge: 0
* lowest unoccupied orbital energy (alpha / beta): 0.5 / 0.1 eV

Mulliken population analysis, charges in e, atoms 1 to 5: C -0.470; C -0.459; C -1.065; C -0.727; C -0.940

Energy above the most stable structure, in hartree: (w) 0.0179; (x) 0.0318; (y) 0.0000

(w)
Computed, not measured: a cluster of 5 separate species, C10H15N5 in total, with ωB97M-V/def2-TZVPD.

```
30
C10H15N5 (ωB97M-V/def2-TZVPD)
C -19.162 27.052 29.528
C -18.077 27.798 30.174
N -17.198 28.287 30.751
H -20.156 27.379 29.834
H -19.107 25.975 29.686
H -18.982 27.366 28.500
C -13.987 22.514 28.575
C -15.444 22.591 28.855
N -16.580 22.613 29.145
H -13.798 21.641 27.950
H -13.470 22.673 29.521
H -13.664 23.364 27.974
C -15.560 27.620 32.226
C -15.508 26.627 31.065
N -15.500 25.856 30.188
H -14.646 27.514 32.810
H -16.392 27.356 32.878
H -15.747 28.650 31.919
C -17.359 24.908 28.439
C -17.161 25.724 27.213
N -17.027 26.328 26.231
H -16.887 23.944 28.248
H -18.375 24.711 28.782
H -16.838 25.354 29.286
C -21.723 23.703 27.491
C -20.356 24.067 27.383
N -19.283 24.346 27.250
H -21.786 22.618 27.575
H -22.071 24.151 26.560
H -22.135 24.291 28.312
```

Results
* multiplicity: 1
* HOMO level: -9.6 eV
* net charge: 0
* lowest unoccupied orbital energy: 0.5 eV
* SMILES string: CC#N.CC#N.CC#N.CC#N.CC#N

Mulliken population analysis, charges in e, atoms 1 to 5: C -0.722; C 0.479; N -0.549; H 0.411; H 0.143

(x)
Computed, not measured: a cluster of 2 separate species, C10H15N5 in total, with ωB97M-V/def2-TZVPD.

```
30
C10H15N5 (ωB97M-V/def2-TZVPD)
C -0.504 2.564 1.843
C 0.705 -2.923 1.122
C 1.044 -1.836 1.874
C -0.691 -3.165 1.287
C 0.775 0.671 -2.471
C -0.698 0.264 -2.180
C 1.322 1.588 -1.381
C -0.834 -0.261 -0.744
C 1.048 1.033 -0.008
C -1.116 1.734 0.730
N -0.095 3.291 2.659
N -0.155 -1.472 2.441
N -1.196 -2.155 2.025
N -0.356 0.720 0.218
N -2.332 2.037 0.521
H 1.446 -3.509 0.784
H 1.877 -1.208 2.035
H -1.258 -3.942 0.838
H 1.435 -0.267 -2.573
H 0.885 1.113 -3.435
H -1.432 1.063 -2.355
H -1.018 -0.562 -2.864
H 2.321 1.758 -1.572
H 0.884 2.508 -1.363
H -1.835 -0.715 -0.341
H -0.164 -1.098 -0.618
H 1.742 0.112 0.239
H 1.303 1.738 0.715
H -2.770 1.423 -0.172
H -0.334 -0.503 2.746
```

Results
* multiplicity: 1
* HOMO level: -9.3 eV
* net charge: 0
* lowest unoccupied orbital energy: 0.6 eV
* SMILES string: [H]/N=C(/C#N)N1CCCCC1.c1cn[nH]c1

Mulliken population analysis, charges in e, atoms 1 to 5: C -0.025; C -0.622; C -0.324; C -0.471; C -0.656

Energy above the most stable structure, in hartree: (w) 0.1172; (x) 0.0000

(w)
Computed, not measured: a structure of composition C9H17N3O5, with ωB97M-V/def2-TZVPD.

```
34
C9H17N3O5 (ωB97M-V/def2-TZVPD)
C 2.437 -0.199 0.859
C 1.198 0.579 0.931
C 3.230 0.107 -0.566
C 4.707 -0.212 -0.550
C -1.013 1.026 -0.603
C -1.180 2.425 -0.180
C -2.004 0.021 0.137
C -3.415 -0.095 -0.541
C -4.364 -1.166 -0.003
H 3.564 -2.094 0.984
H 2.097 -1.533 2.483
H 2.934 0.434 1.613
H 2.923 1.063 -0.882
H 2.922 -2.017 -1.180
H 4.793 0.192 -1.745
H 5.611 0.116 0.013
H 4.864 -1.386 -0.654
H 0.820 -0.059 -1.059
H -0.906 0.726 -1.756
H -1.480 -0.976 0.089
H -1.753 0.199 1.248
H -3.877 1.164 -0.827
H -3.598 -0.476 -1.745
H -6.211 -1.838 0.245
H -5.969 0.013 -0.162
H -0.503 1.685 1.541
N 2.390 -1.579 1.252
N 0.411 0.493 -0.244
N -5.621 -0.780 0.272
O 0.794 1.249 1.947
O 2.607 -0.898 -1.422
O -1.598 3.423 -0.898
O -3.734 -2.168 0.241
O -1.072 2.560 1.160
```

Results
* multiplicity: 1
* HOMO level: -9.5 eV
* net charge: 0
* lowest unoccupied orbital energy: -0.2 eV

Mulliken population analysis, charges in e, atoms 1 to 5: C 0.457; C 0.376; C -0.537; C -0.937; C -0.413

(x)
Computed, not measured: the molecule C9H17N3O5, with ωB97M-V/def2-TZVPD.

```
34
C9H17N3O5 (ωB97M-V/def2-TZVPD)
C -2.360 -0.755 0.131
C -1.125 -0.096 -0.301
C -3.495 0.009 -0.575
C -4.649 -0.909 -0.960
C 1.029 0.856 0.738
C 1.157 2.206 0.104
C 2.010 -0.300 0.156
C 3.475 0.153 -0.215
C 4.589 -0.885 -0.083
H -1.994 -1.619 1.938
H -2.577 -0.037 1.954
H -2.291 -1.808 -0.242
H -2.999 0.518 -1.411
H -4.809 0.390 0.706
H -4.305 -1.616 -1.795
H -5.496 -0.224 -1.221
H -4.787 -1.605 -0.059
H -0.809 0.101 1.673
H 1.285 0.956 1.831
H 1.502 -0.659 -0.759
H 2.051 -1.233 0.831
H 3.517 0.727 -1.261
H 3.762 0.977 0.586
H 6.722 -0.820 -0.449
H 5.886 0.727 -0.401
H 0.058 1.513 -1.264
N -2.556 -0.948 1.517
N -0.351 0.286 0.755
N 5.825 -0.297 -0.487
O -0.811 0.010 -1.474
O -4.082 1.029 0.334
O 1.799 3.022 0.669
O 4.359 -2.044 0.083
O 0.470 2.374 -1.051
```

Results
* multiplicity: 1
* HOMO level: -9.8 eV
* net charge: 0
* lowest unoccupied orbital energy: 0.4 eV
* SMILES string: C[C@@H](O)[C@H](N)C(=O)N[C@@H](CCC(N)=O)C(=O)O

Mulliken population analysis, charges in e, atoms 1 to 5: C 1.108; C -0.385; C 0.012; C -1.461; C -0.065

Energy above the most stable structure, in hartree: (w) 0.2856; (x) 0.0000

(w)
Computed, not measured: a cluster of 2 separate species, C10H16S in total, with ωB97M-V/def2-TZVPD.

```
27
C10H16S (ωB97M-V/def2-TZVPD)
C -0.502 -2.893 0.078
C 0.756 -3.552 -0.508
C -2.145 -0.700 -0.653
S -1.643 -2.353 -1.217
H -1.012 -3.461 0.862
H -0.165 -2.008 0.612
H 1.343 -3.926 0.334
H 1.353 -2.751 -0.936
H -3.232 -0.607 -0.596
H -1.610 -0.402 0.237
H -1.865 -0.021 -1.451
H 0.515 -4.377 -1.171
C 0.229 0.547 2.090
C 0.187 3.503 -0.285
C -0.020 2.703 0.832
C 0.839 2.944 -1.374
C 0.358 1.373 0.822
C 1.318 1.640 -1.348
C 0.995 0.819 -0.282
H -0.121 4.522 -0.397
H -0.417 3.138 1.737
H 0.970 3.542 -2.264
H 1.932 1.351 -2.192
H -0.799 0.508 2.468
H 0.744 1.108 2.877
H 1.313 -0.212 -0.276
H 0.678 -0.434 2.000
```

Results
* multiplicity: 1
* HOMO level: -8.3 eV
* net charge: 0
* lowest unoccupied orbital energy: 0.9 eV
* SMILES string: Cc1ccccc1.CCSC

Mulliken population analysis, charges in e, atoms 1 to 5: C 0.358; C -1.080; C -0.349; S -0.159; H 0.424

(x)
Computed, not measured: a structure of composition C10H16S, with ωB97M-V/def2-TZVPD.

```
27
C10H16S (ωB97M-V/def2-TZVPD)
C -1.345 0.161 -0.239
C -0.198 -0.779 0.141
C -1.294 -1.527 0.890
C 1.003 -0.089 0.953
C -2.438 -0.789 0.317
C 2.375 -0.420 0.573
C 1.794 0.898 0.133
C -3.348 -1.439 -0.726
C 2.335 2.171 0.852
C 1.456 1.332 -1.275
S 2.901 -1.741 -0.345
H -1.277 1.071 0.256
H -1.524 0.364 -1.273
H 0.327 -1.213 -0.622
H -1.242 -1.908 1.941
H 0.858 0.155 1.913
H -3.206 -0.365 1.087
H -2.591 -2.108 -1.218
H -3.777 -0.739 -1.466
H -4.106 -2.012 -0.313
H 3.371 2.223 0.784
H 2.264 2.126 1.932
H 1.748 3.056 0.450
H 0.706 2.120 -1.261
H 1.006 0.420 -1.730
H 2.350 1.542 -1.897
H 1.849 -2.511 0.144
```

Results
* multiplicity: 1
* HOMO level (alpha / beta): -7.7 / -7.4 eV
* net charge: 0
* lowest unoccupied orbital energy (alpha / beta): 0.0 / 0.2 eV

Mulliken population analysis, charges in e, atoms 1 to 5: C -1.317; C 0.158; C -1.501; C -0.763; C 0.720

Energy above the most stable structure, in hartree: (w) 0.0000; (x) 0.2227

(w)
Computed, not measured: the molecule C2H5N3OS2, with ωB97M-V/def2-TZVPD.

```
13
C2H5N3OS2 (ωB97M-V/def2-TZVPD)
C -0.111 0.048 -0.195
C 2.634 0.391 0.191
H -1.078 -1.777 1.021
H -1.350 -2.442 -0.672
H -1.983 0.262 -0.418
H 2.256 1.459 0.426
H -1.476 2.477 0.443
N -1.629 -1.844 0.091
N -1.249 -0.556 -0.547
N -0.077 1.278 0.200
O -1.453 1.673 -0.288
S 1.340 -0.929 0.014
S 4.175 -0.040 -0.265
```

Results
* multiplicity: 1
* HOMO level: -9.1 eV
* net charge: 0
* lowest unoccupied orbital energy: -0.8 eV
* SMILES string: NN/C(=N\O)SC=S

Mulliken population analysis, charges in e, atoms 1 to 5: C 0.361; C -0.159; H 0.300; H 0.281; H 0.383

(x)
Computed, not measured: the molecule C2H5N3OS2, with ωB97M-V/def2-TZVPD.

```
13
C2H5N3OS2 (ωB97M-V/def2-TZVPD)
C -0.108 -0.550 0.872
C -0.398 0.593 -1.578
H 1.707 0.595 2.415
H 2.588 -0.532 1.650
H 0.200 -1.511 2.617
H -1.224 -0.112 -1.460
H -2.599 -2.021 1.422
N 1.838 -0.391 2.316
N 0.680 -1.029 1.888
N -1.324 -0.920 0.657
O -1.699 -1.876 1.623
S 0.668 0.622 -0.214
S -0.194 1.547 -2.875
```

Results
* multiplicity: 1
* HOMO level: -8.8 eV
* net charge: 0
* lowest unoccupied orbital energy: -0.5 eV
* SMILES string: NN/C(=N\O)SC=S

Mulliken population analysis, charges in e, atoms 1 to 5: C 0.627; C -0.211; H 0.260; H 0.284; H 0.277

Energy above the most stable structure, in hartree: (w) 0.0802; (x) 0.0000

(w)
Computed, not measured: the molecule C2H6O2S, with ωB97M-V/def2-TZVPD.

```
11
C2H6O2S (ωB97M-V/def2-TZVPD)
C -0.299 -1.032 -0.175
C 0.377 0.274 0.110
O -1.675 1.713 -1.231
O -1.627 1.532 1.376
S -0.875 1.605 0.178
H -0.835 -0.883 -1.220
H 0.430 -1.943 -0.260
H -0.984 -1.222 0.548
H 1.053 0.362 -0.768
H 0.937 0.351 1.096
H -0.183 2.777 0.121
```

Results
* multiplicity: 1
* HOMO level: -10.6 eV
* net charge: 0
* lowest unoccupied orbital energy: 0.4 eV
* SMILES string: CC[SH](=O)=O

Mulliken population analysis, charges in e, atoms 1 to 5: C -1.162; C -0.296; O -0.602; O -0.521; S 0.780

(x)
Computed, not measured: a cluster of 2 separate species, C2H6O2S in total, with ωB97M-V/def2-TZVPD.

```
11
C2H6O2S (ωB97M-V/def2-TZVPD)
C -0.125 -0.612 -1.736
C -0.087 0.300 1.963
O -2.437 -0.741 1.148
O -1.957 1.397 0.092
S -1.440 0.133 0.579
H -0.217 -1.555 -1.270
H -0.888 -0.202 -2.447
H 0.667 0.019 -1.467
H -0.642 0.272 2.873
H 0.670 -0.489 1.765
H 0.395 1.306 1.744
```

Results
* multiplicity: 1
* HOMO level (alpha / beta): -9.2 / -9.1 eV
* net charge: 0
* lowest unoccupied orbital energy (alpha / beta): -1.5 / -0.4 eV

Mulliken population analysis, charges in e, atoms 1 to 5: C -0.926; C -0.781; O -0.531; O -0.521; S 0.822

Energy above the most stable structure, in hartree: (w) 0.0000; (x) 0.0522